C4H23N2O6 | ωB97M-V/def2-TZVPD

Calculated values
* molar mass: 195.236 g mol⁻¹
* net charge: 0
* energy above the lowest of the compared OMol25 structures with the same formula, charge and spin: 0.000 eV
* expectation value of S²: 0.750
* 2S+1: 2
* orbital gap (spin up / spin down): 3.0 / 8.2 eV
* HOMO energy (spin up / spin down): -2.66 / -7.96 eV
* E_tot: -19783.267 eV
* LUMO level (spin up / spin down): 0.36 / 0.24 eV

Geometry as XYZ:
```
35
Properties=species:S:1:pos:R:3:forces:R:3
O 3.148 2.442 -0.073 0.6 0.2 1.2
O 1.534 -1.253 -1.848 0.2 0.3 0.4
O 0.725 0.961 3.214 1.0 0.7 0.0
O 2.494 -0.021 0.892 -0.3 -0.3 0.2
O -0.452 -3.085 -1.919 0.9 -0.3 -0.7
O -0.641 -0.865 2.104 -0.9 -0.7 -0.2
N 0.412 2.233 0.134 -0.1 -0.6 -0.2
N -1.860 -1.693 -0.139 -0.4 -0.3 0.0
C -1.800 1.282 -0.120 -0.1 -0.8 -0.3
C -2.070 -0.841 -1.366 -0.8 -0.6 0.2
C -2.743 0.474 -0.994 0.7 0.8 -0.3
C -0.531 1.428 -0.502 0.4 2.2 0.5
H -2.924 1.049 -1.909 0.1 -0.3 -0.2
H 0.189 2.603 1.046 -0.1 -0.3 0.1
H 0.428 -2.647 -2.040 -0.4 0.1 0.4
H -3.758 0.366 -0.610 0.2 -0.4 0.4
H -1.387 -1.152 0.634 0.1 -0.2 0.0
H -2.677 -1.381 -2.093 0.1 -0.3 0.2
H 3.206 3.021 -0.819 0.0 0.5 -0.9
H 1.135 0.986 4.081 -0.2 -0.1 0.5
H -0.098 1.233 -1.475 -0.5 -1.0 -0.2
H 3.217 3.060 0.682 0.0 -0.5 -0.3
H -2.722 -2.075 0.242 -0.3 0.3 0.0
H 0.304 -0.705 2.167 0.4 0.1 0.0
H -1.007 -0.224 2.722 0.1 0.1 0.0
H -1.070 -0.785 -1.773 0.0 0.6 -0.2
H -2.094 1.625 0.863 -0.1 0.1 0.0
H -1.304 -2.536 -0.362 0.2 0.5 -0.3
H -0.462 -3.682 -2.674 -0.3 -0.2 0.1
H 1.514 -1.131 -0.875 0.1 0.1 -0.1
H 2.435 -0.947 -2.046 -0.2 -0.2 -0.1
H 1.331 1.794 0.075 -0.2 0.6 0.3
H 3.403 0.286 0.729 0.1 0.0 0.0
H 2.595 -0.864 1.389 0.1 0.1 -0.1
H 1.531 1.041 2.660 -0.4 -0.2 -0.3
```
Forces are in eV/Å.